Record 1
Here is a single C3H3FOS molecule from the OMol25 dataset. Energies are from ωB97M-V/def2-TZVPD.

Kohn-Sham gap   10.417 eV
Structure (SMILES)   O=CS/C=C\F

```
! RIJCOSX wB97M-V def2-TZVPD def2/J DEFGRID3
* xyz 0 1
O 2.33 -0.88 0.08
C 1.36 -0.38 0.45
S 0.41 1.02 -0.47
C -0.97 0.69 0.68
C -1.79 -0.30 0.48
F -1.54 -1.04 -0.74
H 0.78 -0.89 1.37
H -1.16 1.51 1.45
H -2.60 -0.68 1.02
*
```

---

Record 2
Here is C12H9BBrF4LiN2 as an isolated structure from the OMol25 dataset. Energies are from ωB97M-V/def2-TZVPD.

Kohn-Sham gap   7.892 eV

```
! RIJCOSX wB97M-V def2-TZVPD def2/J DEFGRID3
* xyz 0 1
Li -0.96 -1.60 0.02
Br 6.43 -1.05 -0.40
C 4.57 -0.73 -0.50
C 3.69 -1.80 -0.46
C 2.33 -1.55 -0.52
C 1.84 -0.25 -0.62
C 2.75 0.81 -0.68
C 4.11 0.57 -0.62
N 0.44 -0.12 -0.66
C -0.16 1.00 -0.61
C -1.63 1.06 -0.60
C -2.28 2.28 -0.50
C -3.67 2.29 -0.46
C -4.35 1.09 -0.50
C -3.61 -0.08 -0.59
N -2.29 -0.10 -0.65
H 4.06 -2.81 -0.37
H 1.62 -2.37 -0.47
H 2.41 1.83 -0.77
H 4.81 1.39 -0.67
H 0.36 1.96 -0.54
H -1.71 3.20 -0.45
H -4.20 3.23 -0.37
H -5.43 1.06 -0.45
H -4.11 -1.05 -0.62
F -0.70 -2.38 3.79
B -1.00 -1.62 2.69
F -2.30 -1.12 2.68
F -0.08 -0.60 2.43
F -0.92 -2.50 1.47
*
```

---

Record 3
Here is a single C4H10N2 molecule from the OMol25 dataset. Energies are from ωB97M-V/def2-TZVPD.

Kohn-Sham gap   9.828 eV
Structure (SMILES)   C=NCCCN

```
! RIJCOSX wB97M-V def2-TZVPD def2/J DEFGRID3
* xyz 0 1
C -2.59 -0.22 -0.65
N -1.66 0.45 -0.16
C -0.78 -0.21 0.79
C 0.49 -0.79 0.11
C 1.37 0.35 -0.41
N 2.71 0.53 0.19
H -3.35 0.23 -1.30
H -2.74 -1.30 -0.48
H -1.34 -1.10 1.13
H -0.50 0.46 1.60
H 1.01 -1.30 0.93
H 0.24 -1.48 -0.70
H 1.58 0.08 -1.46
H 0.94 1.34 -0.56
H 2.80 1.41 0.66
H 3.12 -0.22 0.70
*
```

---

Record 4
Here is C3H2LiNaO as an isolated structure from the OMol25 dataset. Energies are from ωB97M-V/def2-TZVPD.

Kohn-Sham gap (spin up / spin down)   3.481 / 3.483 eV

```
! RIJCOSX wB97M-V def2-TZVPD def2/J DEFGRID3
* xyz 0 1
C -1.73 1.84 -2.54
H -1.47 2.91 -2.46
O 0.88 0.24 -1.12
C -0.43 0.17 -1.59
C -0.78 0.95 -2.67
Na 0.79 1.22 1.23
Li 1.45 -2.34 1.38
H -1.06 -0.63 -1.18
*
```

---

Record 5
Here is C13H19F3FeN2O4P2 as an isolated structure from the OMol25 dataset. Energies are from ωB97M-V/def2-TZVPD.

Expectation value of S²   1.12
Kohn-Sham gap (spin up / spin down)   7.800 / 8.649 eV

```
! RIJCOSX wB97M-V def2-TZVPD def2/J DEFGRID3
* xyz 1 2
Fe -0.60 0.90 -0.81
C -1.40 -2.80 -0.79
P -0.19 -1.47 -0.87
C 0.56 -1.65 -2.51
C 1.13 -1.95 0.26
C 1.72 -3.21 0.19
C 2.80 -3.51 1.01
C 3.30 -2.56 1.89
C 2.70 -1.31 1.97
C 1.60 -1.01 1.17
P 0.72 0.56 1.22
C 1.69 1.69 2.23
C -0.72 0.18 2.27
H -0.95 -3.71 -1.18
H -2.28 -2.56 -1.40
H -1.73 -2.96 0.23
H 1.13 -2.59 -2.55
H 1.23 -0.81 -2.72
H -0.22 -1.67 -3.28
H 1.36 -3.96 -0.51
H 3.27 -4.48 0.94
H 4.15 -2.79 2.52
H 3.09 -0.57 2.67
H 1.76 1.27 3.23
H 1.17 2.64 2.26
H 2.68 1.84 1.81
H -0.36 -0.20 3.23
H -1.36 -0.57 1.81
H -1.31 1.08 2.44
N -2.24 0.71 -2.05
N -1.81 1.09 -3.33
C -0.59 1.78 -3.38
O -0.25 2.43 -4.32
O 0.17 1.48 -2.32
H -2.67 -0.20 -2.10
H -2.92 1.37 -1.69
H -2.52 1.36 -4.00
F -1.16 5.30 1.01
C -1.97 4.27 1.18
F -3.17 4.56 0.70
F -2.07 4.01 2.50
C -1.39 3.01 0.51
O -2.19 2.17 0.03
O -0.16 2.84 0.54
*
```

---

Record-wise strongest force on any atom values, in Eh/bohr: 0.0832 0.0132 0.0474 0.1594 0.0376
Record-wise electronic energy values, in eV: -18757.669 -97372.624 -7288.961 -9804.797 -86071.325